The following is a quantum chemistry calculation of a structure of composition C27H26BeCl5F3N2Si2, from the Open Molecules 2025 dataset.

```
66
Properties=species:S:1:pos:R:3:forces:R:3
Be 0.1451 -0.4683 -0.7050 -0.04 0.02 0.06
C 3.6069 -0.7640 -0.0935 -0.03 0.02 0.02
Si 2.8435 -1.1190 -1.7777 -0.03 -0.01 0.00
C 2.6841 -2.9937 -1.9441 0.03 -0.02 -0.04
C 4.1992 -0.6691 -3.0279 0.04 0.00 -0.01
N 1.3466 -0.3317 -1.9231 0.09 0.08 0.03
C 0.8197 0.4463 -2.9321 -0.05 -0.05 -0.06
C 1.4284 0.8193 -4.1294 0.01 0.02 -0.01
C 0.7795 1.6420 -5.0628 0.00 -0.02 0.04
C -0.4978 2.0967 -4.8099 0.00 -0.02 0.03
C -1.1439 1.7186 -3.6237 0.01 -0.04 0.00
C -0.5269 0.8948 -2.6830 0.01 0.02 0.06
N -1.0631 0.4344 -1.4995 -0.02 0.17 -0.05
Si -2.6363 0.7475 -0.9400 0.02 0.00 0.01
C -2.9492 2.5795 -0.5772 -0.02 0.03 0.00
C -4.0207 0.1834 -2.1077 -0.03 -0.03 0.03
C -2.9557 -0.1813 0.6624 0.01 -0.01 0.04
H 4.4775 -1.4002 0.1047 -0.04 0.01 -0.03
H 2.8712 -0.9164 0.6995 0.05 0.01 -0.02
H 3.9236 0.2833 -0.0459 -0.02 -0.04 0.01
H 3.6606 -3.4822 -1.8428 -0.03 0.01 -0.01
H 2.2707 -3.2476 -2.9260 0.01 0.00 0.04
H 2.0141 -3.4050 -1.1872 -0.01 0.01 0.02
H 5.1173 -1.1782 -2.7119 0.00 0.03 -0.02
H 4.4003 0.4054 -3.0586 -0.02 -0.03 0.00
H 3.9632 -1.0037 -4.0419 0.02 0.00 0.04
H 2.4320 0.4767 -4.3469 -0.05 0.02 0.01
H 1.2911 1.9158 -5.9803 0.00 0.00 0.00
H -1.0088 2.7371 -5.5217 0.00 0.00 0.00
H -2.1492 2.0803 -3.4344 -0.01 -0.02 0.00
H -2.8778 3.1915 -1.4809 0.00 -0.02 0.04
H -2.1969 2.9387 0.1314 -0.02 -0.02 -0.02
H -3.9411 2.7314 -0.1365 0.03 0.01 -0.01
H -3.9237 0.5799 -3.1204 0.03 0.01 0.01
H -4.9916 0.4966 -1.7057 0.01 -0.01 -0.03
H -4.0191 -0.9088 -2.1817 0.00 0.06 0.00
H -2.3206 0.1868 1.4724 -0.02 -0.02 -0.05
H -2.7490 -1.2486 0.5411 -0.03 0.04 0.01
H -4.0066 -0.0685 0.9532 0.04 0.01 0.00
F -0.5722 3.6427 7.6184 -0.05 0.02 0.02
C 0.6697 3.3197 7.1750 0.00 -0.01 -0.02
F 1.1843 2.5065 8.1281 0.03 -0.02 0.05
F 1.3863 4.4622 7.2215 0.03 0.04 0.01
C 0.6603 2.6903 5.8281 0.03 -0.01 -0.03
C 1.0913 3.3877 4.7058 -0.03 0.00 -0.03
C 1.0405 2.7940 3.4575 0.01 0.00 0.02
C 0.5616 1.4842 3.2923 -0.05 -0.02 -0.02
C 0.1312 0.7969 4.4430 -0.01 0.01 0.01
C 0.1791 1.3904 5.6880 -0.01 -0.02 -0.02
C 0.4968 0.8707 2.0143 0.04 0.16 -0.09
C 0.4320 0.3401 0.9135 0.05 -0.25 0.09
H 1.4630 4.3990 4.8085 0.00 -0.01 0.00
H 1.3682 3.3352 2.5799 0.00 -0.01 0.01
H -0.2436 -0.2121 4.3262 0.02 0.01 0.00
H -0.1583 0.8440 6.5612 0.01 0.01 -0.01
Cl 0.9108 -2.6388 1.9375 -0.02 0.06 0.00
C -0.2808 -3.0948 0.7357 0.02 -0.04 -0.05
C -0.4252 -2.3247 -0.4164 -0.04 -0.04 0.02
C -1.2577 -2.9084 -1.3753 -0.05 0.09 -0.02
Cl -1.3997 -2.1597 -2.9475 0.08 -0.21 -0.07
C -1.9950 -4.0745 -1.1710 0.02 0.01 0.03
Cl -3.0649 -4.7007 -2.3859 0.00 -0.01 -0.01
C -1.8782 -4.7502 0.0394 0.00 0.03 -0.02
Cl -2.8072 -6.1826 0.3411 0.01 -0.01 0.00
C -0.9904 -4.2699 0.9940 -0.01 0.02 -0.01
Cl -0.7985 -5.1470 2.4813 0.01 0.00 0.00
```
Forces are in eV/Å.

Computed properties:
**Spin multiplicity**: 1
**E_HOMO**: -0.70 eV
**HOMO-LUMO gap**: 4.87 eV
**Net charge**: -2
**Maximum force**: 0.27 eV/A